Entry from OMol25: a cluster of 2 separate species, C6H10O in total (the ωB97M-V functional and the def2-TZVPD basis).

The geometry in XYZ format:
```
17
Properties=species:S:1:pos:R:3:forces:R:3
C -2.262 -1.305 0.872 -0.8 -1.1 0.5
C -0.688 0.507 0.567 -2.1 0.0 2.1
C 0.429 0.377 1.292 -0.3 0.0 -0.4
C 1.645 0.405 0.420 0.8 -0.1 0.1
C 1.118 0.791 -0.972 0.0 0.3 0.1
C -0.378 0.476 -0.916 -0.6 0.1 -0.3
O -0.684 -0.809 -1.462 0.4 -0.2 0.2
H -1.464 -2.085 0.961 0.0 0.5 0.1
H -2.659 -1.543 -0.145 0.4 0.6 0.1
H -1.771 0.511 1.217 2.6 -0.2 -2.5
H 0.454 0.263 2.373 0.0 0.0 -0.2
H 2.145 -0.575 0.422 0.0 0.1 0.0
H 2.387 1.120 0.790 0.0 -0.1 -0.1
H 1.247 1.869 -1.126 0.0 -0.2 0.1
H 1.606 0.286 -1.813 -0.1 0.0 0.3
H -0.973 1.163 -1.521 0.0 0.0 0.1
H -0.152 -1.449 -0.958 -0.3 0.1 -0.3
```
Forces are in eV/Å.

As for the relative energy (zero: lowest compared OMol25 entry of this formula, charge and spin): 533.33 kJ/mol. Its frontier orbital gap is 8.2 eV. The value obtained for the lowest unoccupied orbital energy is -0.31 eV. The value obtained for the highest occupied orbital energy is -8.53 eV.

Results of the natural (NBO) charge analysis, in e, for atoms 1 through 4: -0.33, -0.28, -0.14, -0.46

Entry from OMol25: the ion C6H10N5 with charge +1 (the ωB97M-V functional and the def2-TZVPD basis).

The geometry in XYZ format:
```
21
Properties=species:S:1:pos:R:3:forces:R:3
C 1.931 0.840 -0.543 -1.1 1.3 1.1
C 1.113 1.901 -0.650 3.5 1.0 -1.3
C 0.450 -0.884 0.249 0.2 2.1 -0.2
C 1.714 -0.388 0.199 -1.3 -1.5 -1.7
C -1.083 1.387 0.112 -2.8 -1.0 -0.3
C -3.341 0.380 0.361 -1.6 1.0 1.6
N -0.086 2.159 -0.042 1.0 -1.3 -0.2
N -0.166 -2.041 0.078 1.8 1.0 -0.1
N -0.117 -2.905 -0.840 0.8 -1.8 -1.5
N -2.248 1.207 0.065 1.6 0.2 -0.6
N 2.774 -1.255 0.429 0.5 1.4 0.3
H 2.874 1.029 -0.982 0.9 -0.3 -0.4
H 1.562 2.845 -1.144 -1.0 -1.7 0.7
H -3.825 -0.038 -0.494 0.3 -0.5 -0.8
H -2.953 -0.311 1.076 -0.4 -1.0 0.4
H -4.174 0.979 0.836 1.1 -0.4 -0.2
H -0.202 3.084 0.174 -0.8 2.8 0.9
H -0.828 -2.202 0.801 -1.3 -0.7 0.3
H 0.717 -2.870 -1.538 -1.6 1.0 1.8
H 3.531 -0.877 1.000 -0.2 -0.2 -0.3
H 2.358 -2.042 0.853 0.3 -1.3 0.6
```
Forces are in eV/Å.

As for the relative energy (zero: lowest compared OMol25 entry of this formula, charge and spin): 623.19 kJ/mol. Its frontier orbital gap is 7.1 eV. Its total charge is +1. The value obtained for the lowest unoccupied orbital energy is -4.42 eV. The value obtained for the highest occupied orbital energy is -11.49 eV.

Results of the natural (NBO) charge analysis, in e, for atoms 1 through 4: -0.22, -0.01, -0.13, 0.12

Entry from OMol25: a cluster of 2 separate species, C6H12N in total (the ωB97M-V functional and the def2-TZVPD basis).

The geometry in XYZ format:
```
19
Properties=species:S:1:pos:R:3:forces:R:3
C 2.803 2.447 0.868 1.5 -0.2 -0.1
C 2.278 1.400 0.566 -0.9 1.1 -0.6
C 0.877 -0.384 1.056 -0.9 -4.4 2.0
C 1.399 0.033 -1.320 -0.4 -2.7 0.0
C -2.247 -0.936 -0.568 1.0 -2.5 -3.2
C 1.427 0.315 0.104 1.3 2.2 1.1
N -1.815 0.006 0.412 0.0 3.4 1.4
H 3.575 3.210 1.076 -1.2 -0.7 -0.1
H -2.113 -0.277 1.315 -0.8 -0.3 1.2
H 0.559 -1.448 0.812 -0.1 1.3 0.0
H 1.058 -0.307 2.131 0.1 0.6 -0.4
H 1.018 -1.035 -1.530 0.9 1.5 0.3
H 2.441 0.171 -1.488 0.8 -0.3 -1.5
H 0.797 0.683 -1.893 -0.4 1.1 -0.6
H -2.248 -2.007 -0.241 -0.2 1.2 0.4
H -3.131 -0.739 -1.172 -0.4 0.5 0.9
H -1.487 -0.964 -1.372 -0.1 0.2 0.4
H -2.204 1.024 0.330 0.9 -2.2 -0.3
H -0.722 0.039 0.621 -1.0 0.1 -0.9
```
Forces are in eV/Å.

As for the relative energy (zero: lowest compared OMol25 entry of this formula, charge and spin): 362.07 kJ/mol. Its frontier orbital gap is 9.8 eV. Its total charge is +1. The value obtained for the lowest unoccupied orbital energy is -3.57 eV. The value obtained for the highest occupied orbital energy is -13.34 eV.

Results of the natural (NBO) charge analysis, in e, for atoms 1 through 4: -0.12, -0.10, -0.54, -0.65

Entry from OMol25: a structure of composition C2H2Cl2P2 (the ωB97M-V functional and the def2-TZVPD basis).

The geometry in XYZ format:
```
8
Properties=species:S:1:pos:R:3:forces:R:3
C -1.573 -0.114 1.044 0.9 0.8 -0.3
C -0.683 -0.690 1.840 2.9 1.1 -3.9
P -0.750 0.459 -0.497 -0.5 0.0 -0.9
P 1.056 -0.399 0.378 -2.2 -1.8 1.4
Cl -3.218 -0.020 1.415 -1.1 0.3 0.1
Cl -0.860 -1.284 3.331 -0.1 -1.1 2.0
H -0.191 1.739 -0.308 -0.8 0.5 0.6
H 0.693 -1.529 -0.495 0.7 0.2 1.1
```
Forces are in eV/Å.

As for the relative energy (zero: lowest compared OMol25 entry of this formula, charge and spin): 19.06 kJ/mol. Its frontier orbital gap is 8.6 eV. The value obtained for the lowest unoccupied orbital energy is -0.39 eV. The value obtained for the highest occupied orbital energy is -9.03 eV.

Results of the natural (NBO) charge analysis, in e, for atoms 1 through 4: -0.45, -0.21, 0.30, 0.23

Entry from OMol25: a structure of composition C43H42AsFeN3O3PS (the ωB97M-V functional and the def2-TZVPD basis).

The geometry in XYZ format:
```
95
Properties=species:S:1:pos:R:3:forces:R:3
Fe -0.777 1.018 0.875 0.5 -0.2 0.5
O 2.396 -1.367 0.767 -0.1 0.1 -0.1
C 1.422 -0.727 1.063 -0.3 0.2 -0.3
O 0.716 0.046 0.255 0.3 -0.3 -0.1
C 0.879 -0.762 2.476 -0.2 0.2 0.0
C 1.521 -1.452 3.480 0.2 -0.1 0.1
C 1.002 -1.399 4.763 0.1 -0.1 0.1
C -0.150 -0.663 4.998 0.0 0.0 0.1
C -0.750 -0.018 3.937 0.0 0.0 -0.4
N -0.247 -0.068 2.695 -0.2 0.2 0.1
H 2.416 -2.007 3.236 0.0 0.0 0.0
H 1.491 -1.924 5.577 0.0 0.1 -0.1
H -0.576 -0.584 5.989 0.0 0.0 0.0
H -1.663 0.551 4.075 0.0 0.0 0.0
C -4.440 0.145 -0.024 0.1 0.1 -0.2
C -5.350 -0.037 -1.235 0.2 -0.1 0.1
As -5.321 -1.799 -2.069 -0.2 0.0 -0.1
C -6.537 -2.917 -1.129 0.2 -0.1 0.1
C -6.335 -3.141 0.240 -0.2 0.0 -0.1
C -7.241 -3.921 0.934 -0.1 0.0 0.0
C -8.317 -4.498 0.260 0.0 0.0 -0.1
C -8.494 -4.296 -1.107 0.0 0.0 0.1
C -7.592 -3.520 -1.820 0.0 0.0 0.2
C -5.988 -1.537 -3.837 0.1 0.0 -0.1
C -5.421 -2.242 -4.895 -0.1 0.0 0.0
C -5.925 -2.066 -6.177 0.0 0.0 0.0
C -6.984 -1.192 -6.390 0.0 0.0 0.0
C -7.548 -0.493 -5.326 0.0 0.0 0.0
C -7.052 -0.657 -4.040 0.1 0.0 -0.2
P -2.638 0.232 -0.374 -0.2 0.0 -0.5
C -2.405 1.516 -1.637 -0.1 0.0 0.0
C -3.272 2.600 -1.761 -0.1 -0.1 0.1
C -2.972 3.638 -2.636 0.0 0.1 0.0
C -1.796 3.609 -3.373 -0.3 0.0 -0.2
C -0.904 2.553 -3.223 -0.1 -0.3 0.0
C -1.200 1.510 -2.353 0.1 0.2 -0.1
C -2.293 -1.363 -1.175 0.0 -0.1 -0.1
C -2.139 -2.469 -0.334 0.0 -0.2 -0.1
C -1.912 -3.734 -0.868 0.0 0.2 0.1
C -1.801 -3.902 -2.245 0.0 0.0 0.1
C -1.927 -2.809 -3.089 -0.1 0.3 0.1
C -2.192 -1.539 -2.563 0.1 -0.2 0.0
H -4.558 -0.670 0.684 0.0 -0.1 0.2
H -4.716 1.048 0.515 0.0 0.2 0.1
H -5.130 0.665 -2.034 0.1 0.1 -0.1
H -6.389 0.090 -0.939 -0.2 0.0 0.0
H -5.483 -2.713 0.755 0.0 0.0 0.0
H -7.108 -4.089 1.997 0.0 0.0 -0.1
H -9.013 -5.128 0.803 0.0 0.1 0.0
H -9.334 -4.746 -1.621 0.1 0.0 0.1
H -7.720 -3.373 -2.884 0.0 0.0 0.0
H -4.601 -2.927 -4.726 0.0 0.0 0.0
H -5.494 -2.614 -7.006 0.0 0.0 0.0
H -7.376 -1.053 -7.392 0.0 0.0 0.1
H -8.382 0.179 -5.494 0.1 0.0 0.0
H -7.506 -0.118 -3.218 0.0 0.0 0.0
H -4.183 2.649 -1.170 0.1 0.0 -0.1
H -3.653 4.477 -2.736 0.1 -0.1 0.0
H -1.559 4.425 -4.049 -0.1 -0.2 0.1
H 0.028 2.547 -3.775 -0.1 0.0 0.0
H -0.488 0.699 -2.221 0.0 0.0 0.0
H -2.175 -2.338 0.744 0.0 0.0 0.0
H -1.788 -4.584 -0.208 0.0 0.1 0.0
H -1.595 -4.884 -2.657 0.0 0.1 0.1
H -1.804 -2.932 -4.159 0.0 0.0 0.0
H -2.268 -0.687 -3.231 0.0 -0.1 0.0
C 2.289 8.865 0.790 0.1 0.0 0.0
C 1.382 7.800 1.398 0.0 0.1 0.1
C 1.731 6.429 0.862 -0.2 -0.1 0.3
N 0.838 5.391 1.432 0.5 0.9 0.2
C 0.306 4.380 0.827 -0.4 -0.6 -0.9
S -0.387 3.126 1.780 0.1 0.4 0.2
N 0.355 4.349 -0.550 -0.4 0.1 0.1
C -0.009 5.329 -1.522 0.0 0.0 0.2
O 0.224 5.069 -2.674 0.5 0.4 0.2
C -0.721 6.578 -1.097 0.1 -0.3 0.0
C -0.355 7.776 -1.704 0.0 0.1 -0.1
C -1.013 8.952 -1.366 0.0 0.0 0.0
C -2.055 8.923 -0.444 0.0 0.0 0.0
C -2.446 7.719 0.132 0.0 0.0 0.0
C -1.775 6.546 -0.189 0.0 -0.1 0.1
H 2.049 9.850 1.194 0.0 -0.1 -0.1
H 2.168 8.909 -0.297 0.0 0.0 0.1
H 3.345 8.664 1.007 -0.2 0.0 0.0
H 0.333 8.015 1.172 0.0 0.0 0.0
H 1.489 7.797 2.488 0.0 0.0 0.0
H 2.753 6.161 1.127 0.1 -0.1 0.1
H 1.657 6.418 -0.216 0.0 -0.1 -0.1
H 0.720 5.400 2.433 0.1 0.1 0.2
H 0.470 3.434 -0.955 -0.1 -0.2 -0.2
H 0.445 7.777 -2.438 -0.1 0.0 0.1
H -0.727 9.888 -1.837 0.0 -0.1 0.1
H -2.567 9.843 -0.177 0.1 -0.1 -0.1
H -3.278 7.695 0.828 0.1 0.0 -0.1
H -2.098 5.603 0.244 0.1 0.1 0.0
```
Forces are in eV/Å.

Its frontier orbital gap (alpha / beta) is 9.0 / 6.0 eV. Its total charge is +2. The value obtained for the lowest unoccupied orbital energy (alpha / beta) is -4.32 / -7.77 eV. Its multiplicity is 6. The value obtained for the highest occupied orbital energy (alpha / beta) is -13.36 / -13.75 eV.

Results of the Mulliken charge analysis, in e, for atoms 1 through 4: -0.03, -0.63, 0.32, -0.53

Entry from OMol25: a structure of composition C11H17ClN3O2Re (the ωB97M-V functional and the def2-TZVPD basis).

The geometry in XYZ format:
```
35
Properties=species:S:1:pos:R:3:forces:R:3
Re 0.000 -0.025 -1.232 0.0 -0.2 1.8
N -2.103 0.471 -1.346 0.2 0.1 -0.3
C -2.233 1.800 -0.661 0.0 0.0 0.0
C -1.300 2.785 -1.347 0.0 0.0 0.0
N 0.000 2.087 -1.728 0.0 -0.1 -0.1
C 1.300 2.785 -1.347 0.0 0.0 0.0
C 2.233 1.800 -0.661 0.0 0.0 0.0
N 2.103 0.471 -1.346 -0.2 0.1 -0.3
H -2.698 -0.214 -0.876 0.0 -0.1 0.0
H -2.489 0.523 -2.292 0.0 0.0 0.0
H -3.263 2.154 -0.691 0.0 0.0 0.0
H -1.951 1.649 0.380 0.0 0.0 0.0
H -1.744 3.179 -2.261 0.0 0.0 0.0
H -1.083 3.629 -0.697 0.0 0.0 0.0
H 0.000 2.120 -2.750 0.0 0.0 0.0
H 1.744 3.180 -2.261 0.0 0.0 0.0
H 1.083 3.629 -0.696 0.0 0.0 0.0
H 3.263 2.154 -0.690 0.0 0.0 0.0
H 1.951 1.649 0.380 0.0 0.0 0.0
H 2.489 0.523 -2.292 0.0 0.0 0.0
H 2.699 -0.214 -0.876 0.0 -0.1 0.0
Cl 0.000 -4.875 4.226 0.0 -0.3 0.2
C 0.000 -3.586 3.161 0.0 0.2 -0.8
C 0.000 -2.258 3.674 0.0 -0.4 0.0
C 0.000 -1.180 2.841 0.0 0.2 -0.8
C 0.000 -1.384 1.435 0.0 -0.8 1.0
O 0.000 -0.328 0.666 0.0 0.7 -2.0
C 0.000 -2.726 0.904 0.0 0.3 -0.5
C 0.000 -2.942 -0.503 0.0 -0.2 0.8
O 0.000 -1.990 -1.334 0.0 0.6 -0.2
C 0.000 -3.808 1.776 0.0 -0.1 0.9
H 0.000 -2.118 4.749 0.0 0.0 0.0
H 0.000 -0.170 3.230 0.0 0.0 0.0
H 0.000 -3.948 -0.924 0.0 0.0 0.0
H 0.000 -4.820 1.389 0.0 0.0 0.0
```
Forces are in eV/Å.

As for the relative energy (zero: lowest compared OMol25 entry of this formula, charge and spin): 26.22 kJ/mol. Its frontier orbital gap (alpha / beta) is 5.0 / 5.1 eV. Its total charge is +3. The value obtained for the lowest unoccupied orbital energy (alpha / beta) is -13.24 / -13.12 eV. Its multiplicity is 2. The value obtained for the highest occupied orbital energy (alpha / beta) is -18.23 / -18.24 eV.

Results of the natural (NBO) charge analysis, in e, for atoms 1 through 4: 1.69, -0.80, -0.25, -0.24

What are the maximum force values for these records? In order: 0.0692; 0.0755; 0.0950; 0.0973; 0.0215; 0.0414 hartree/bohr.